one | The following is a quantum chemistry calculation of 2 unconnected molecules or ions with the total composition C2H3ClNP, from the Open Molecules 2025 dataset.

Structure (XYZ):
```
8
Properties=species:S:1:pos:R:3:nbo_charge:R:1
C 0.18 0.26 0.55 0.02
C 0.52 0.51 -0.84 -0.77
N -0.39 0.74 1.53 -0.50
P 1.14 -1.12 -0.18 0.85
Cl -1.99 -2.37 -0.82 -0.55
H -0.28 0.48 -1.57 0.30
H 1.26 1.28 -1.06 0.27
H -0.43 0.21 2.39 0.37
```

The calculation puts the orbital gap at 5.87 eV.



two | The following is a quantum chemistry calculation of a single C2H3ClNP molecule, from the Open Molecules 2025 dataset.

Structure (XYZ):
```
8
Properties=species:S:1:pos:R:3:nbo_charge:R:1
H 1.91 -1.23 -0.92 0.36
N 0.90 -1.12 -1.03 -0.57
C 0.29 -0.49 -0.17 0.08
C -1.04 0.00 0.17 -0.73
P 0.31 0.57 1.36 0.62
Cl 0.87 2.30 0.48 -0.29
H -1.51 0.71 -0.49 0.26
H -1.73 -0.73 0.58 0.26
```

Its structure (SMILES) is [H]/N=C1/CP1Cl. The calculation puts the orbital gap at 9.23 eV.



Which is the most stable structure? two is the most stable.



one | The following is a quantum chemistry calculation of 10 unconnected molecules or ions with the total composition C16H52O10, from the Open Molecules 2025 dataset.

Structure (XYZ):
```
78
Properties=species:S:1:pos:R:3:lowdin_charge:R:1
C 7.84 8.63 14.59 -0.08
C 7.07 9.75 13.91 -0.28
O 6.53 9.28 12.66 -0.09
H 8.18 8.89 15.59 0.06
H 8.74 8.41 14.01 0.05
H 7.32 7.67 14.60 0.09
H 7.75 10.57 13.73 0.11
H 6.24 10.02 14.56 0.11
H 5.63 9.64 12.67 0.08
C 12.91 8.66 8.26 -0.09
C 11.65 8.73 9.09 -0.34
O 11.09 7.45 9.18 -0.08
H 13.16 9.69 7.99 0.07
H 12.76 8.06 7.37 0.08
H 13.74 8.19 8.78 0.07
H 10.96 9.50 8.73 0.11
H 11.83 9.05 10.11 0.10
H 10.36 7.53 9.80 0.03
C 10.18 6.21 12.02 -0.08
C 8.84 6.66 11.52 -0.32
O 8.87 8.02 11.21 -0.08
H 10.42 6.80 12.91 0.05
H 10.98 6.37 11.30 0.07
H 10.20 5.15 12.26 0.08
H 8.14 6.57 12.35 0.11
H 8.41 6.13 10.67 0.12
H 8.20 8.52 11.67 0.05
C 12.38 6.60 19.59 -0.09
C 12.61 7.68 20.58 -0.35
O 11.70 7.82 21.65 -0.07
H 13.10 6.60 18.77 0.06
H 11.36 6.56 19.20 0.08
H 12.51 5.62 20.04 0.07
H 12.64 8.59 19.98 0.09
H 13.59 7.56 21.04 0.11
H 11.83 8.65 22.11 0.08
C 11.18 10.76 18.02 -0.09
C 9.88 10.70 17.30 -0.34
O 9.11 11.83 17.66 -0.06
H 11.73 11.62 17.64 0.07
H 11.81 9.91 17.77 0.06
H 11.14 10.86 19.10 0.08
H 9.37 9.78 17.60 0.11
H 10.04 10.66 16.23 0.09
H 9.48 12.58 17.17 0.07
C 12.25 8.96 13.56 -0.07
C 13.07 9.32 14.80 -0.26
O 12.87 8.26 15.76 -0.10
H 12.35 7.96 13.14 0.07
H 12.51 9.57 12.69 0.06
H 11.18 9.02 13.76 0.07
H 12.85 10.29 15.22 0.10
H 14.11 9.29 14.47 0.10
H 13.52 8.26 16.47 0.05
C 15.25 11.21 11.80 -0.16
O 15.93 12.45 11.64 -0.12
H 15.92 10.41 11.49 0.08
H 14.92 10.98 12.81 0.06
H 14.43 11.22 11.08 0.07
H 16.17 12.47 10.71 0.07
C 15.96 9.40 18.29 -0.14
O 15.05 8.41 17.88 -0.13
H 16.12 10.10 17.47 0.08
H 15.58 9.98 19.13 0.08
H 16.90 8.92 18.56 0.08
H 15.64 7.70 17.63 0.09
C 11.12 5.45 15.78 -0.18
O 10.50 6.65 16.10 -0.13
H 10.68 4.58 16.26 0.08
H 10.96 5.30 14.71 0.06
H 12.19 5.49 16.00 0.08
H 11.17 7.31 15.88 0.02
C 11.60 12.83 13.55 -0.13
O 11.33 12.64 14.94 -0.13
H 12.18 13.74 13.36 0.08
H 12.22 12.04 13.12 0.06
H 10.66 12.90 13.00 0.08
H 10.74 13.30 15.31 0.07
```

Its structure (SMILES) is CCO.CCO.CCO.CCO.CCO.CCO.CO.CO.CO.CO. The calculation puts the orbital gap at 9.94 eV.



two | The following is a quantum chemistry calculation of 10 unconnected molecules or ions with the total composition C16H52O10, from the Open Molecules 2025 dataset.

Structure (XYZ):
```
78
Properties=species:S:1:pos:R:3:lowdin_charge:R:1
C -4.95 -0.82 1.12 -0.06
C -6.17 -1.68 1.45 -0.50
C -5.84 -2.98 2.18 -0.06
O -7.06 -0.96 2.28 -0.05
H -4.15 -1.36 0.60 0.06
H -4.47 -0.46 2.04 0.08
H -5.21 0.05 0.51 0.08
H -6.68 -1.95 0.51 0.13
H -5.46 -2.80 3.19 0.08
H -5.11 -3.61 1.68 0.07
H -6.76 -3.57 2.23 0.08
H -7.45 -0.31 1.68 0.09
C 4.21 -0.52 -2.50 -0.05
C 2.94 0.32 -2.65 -0.46
C 2.43 0.89 -1.34 -0.05
O 3.25 1.40 -3.54 -0.05
H 4.04 -1.54 -2.14 0.06
H 4.95 0.02 -1.89 0.08
H 4.70 -0.57 -3.47 0.08
H 2.15 -0.28 -3.11 0.13
H 1.76 1.75 -1.37 0.08
H 3.22 1.30 -0.71 0.07
H 1.87 0.13 -0.78 0.06
H 3.84 2.00 -3.08 0.08
C 0.64 4.62 1.17 -0.06
C 2.03 4.13 0.73 -0.47
C 2.20 4.44 -0.77 -0.06
O 3.03 4.83 1.46 -0.06
H 0.52 5.71 1.10 0.08
H 0.41 4.36 2.20 0.06
H -0.08 4.17 0.50 0.08
H 2.14 3.05 0.86 0.11
H 2.27 5.53 -0.88 0.08
H 1.35 4.13 -1.37 0.08
H 3.16 4.04 -1.11 0.07
H 2.97 5.75 1.17 0.08
C 2.84 -2.54 0.47 -0.15
O 3.87 -1.67 0.90 -0.12
H 1.86 -2.20 0.79 0.06
H 2.81 -2.58 -0.62 0.06
H 2.97 -3.55 0.87 0.09
H 4.74 -1.98 0.66 0.09
C -0.74 -0.04 0.56 -0.13
O -0.29 1.18 1.14 -0.13
H -1.80 0.03 0.31 0.08
H -0.26 -0.31 -0.39 0.06
H -0.49 -0.86 1.24 0.08
H 0.52 0.97 1.62 0.05
C 3.63 1.19 2.39 -0.14
O 2.31 0.76 2.15 -0.14
H 4.17 0.48 3.03 0.08
H 4.17 1.30 1.44 0.07
H 3.67 2.16 2.88 0.09
H 2.38 -0.15 1.84 0.06
C -2.08 3.12 3.20 -0.17
O -2.64 1.98 2.60 -0.13
H -1.14 2.90 3.70 0.08
H -1.87 3.88 2.43 0.06
H -2.79 3.61 3.87 0.08
H -1.90 1.61 2.08 0.02
C 0.12 -3.53 -2.78 -0.13
O -0.62 -2.61 -2.00 -0.15
H 1.11 -3.71 -2.36 0.08
H -0.44 -4.45 -2.95 0.08
H 0.26 -3.11 -3.78 0.07
H -0.59 -2.84 -1.05 0.03
C -0.98 -0.74 -4.97 -0.17
O -0.91 -0.36 -3.59 -0.15
H -1.76 -1.48 -5.17 0.08
H -1.16 0.11 -5.62 0.07
H 0.00 -1.19 -5.18 0.07
H -0.99 -1.17 -3.06 0.02
C -1.77 -3.78 0.86 -0.14
O -0.40 -3.64 0.50 -0.14
H -2.02 -4.85 0.89 0.09
H -2.02 -3.47 1.88 0.09
H -2.51 -3.35 0.19 0.08
H 0.04 -4.28 1.06 0.10
```

Its structure (SMILES) is CC(C)O.CC(C)O.CC(C)O.CO.CO.CO.CO.CO.CO.CO. The calculation puts the orbital gap at 9.51 eV.



Which is the most stable structure? two is the most stable.



one | The following is a quantum chemistry calculation of 2 unconnected molecules or ions with the total composition C4H14N2, from the Open Molecules 2025 dataset.

Structure (XYZ):
```
20
Properties=species:S:1:pos:R:3:nbo_charge:R:1
C -1.07 0.16 1.86 -0.61
C 0.30 -0.33 2.34 -0.20
N 0.65 -1.64 1.85 -0.88
H -1.10 0.22 0.78 0.20
H -1.24 1.14 2.31 0.21
H -1.78 -0.60 2.19 0.20
H 0.48 -0.17 3.40 0.17
H 0.99 0.40 1.87 0.17
H 1.60 -1.77 1.56 0.38
H -0.03 -2.26 1.46 0.37
C -0.30 -0.62 -1.79 -0.62
C -0.22 0.88 -2.13 -0.22
N 1.08 1.42 -1.84 -0.86
H 0.33 -1.15 -2.50 0.20
H -1.28 -1.08 -1.69 0.21
H 0.20 -0.76 -0.83 0.22
H -1.00 1.34 -1.55 0.19
H -0.49 0.97 -3.18 0.17
H 1.70 1.50 -2.64 0.36
H 1.18 2.36 -1.48 0.37
```

Its structure (SMILES) is CCN.CCN. The calculation puts the orbital gap at 9.63 eV.



two | The following is a quantum chemistry calculation of 2 unconnected molecules or ions with the total composition C4H14N2, from the Open Molecules 2025 dataset.

Structure (XYZ):
```
20
Properties=species:S:1:pos:R:3:nbo_charge:R:1
C 1.11 -0.09 -2.08 -0.41
N -0.19 0.55 -2.00 -0.64
C -1.31 -0.34 -2.12 -0.41
H 1.44 -0.37 -1.08 0.19
H 1.11 -1.03 -2.65 0.17
H 1.82 0.60 -2.53 0.20
H -0.26 1.33 -2.62 0.36
H -1.27 -1.04 -2.97 0.16
H -2.25 0.21 -2.19 0.20
H -1.38 -1.00 -1.25 0.18
C -0.09 1.09 2.92 -0.41
N 0.66 0.41 1.86 -0.65
C 0.28 -0.96 1.59 -0.41
H -0.72 1.89 2.53 0.18
H -0.74 0.39 3.43 0.19
H 0.61 1.59 3.60 0.19
H 0.63 0.93 0.99 0.37
H -0.60 -1.31 2.14 0.18
H 1.06 -1.68 1.90 0.18
H 0.10 -1.15 0.54 0.19
```

Its structure (SMILES) is CNC.CNC. The calculation puts the orbital gap at 9.43 eV.



three | The following is a quantum chemistry calculation of 2 unconnected molecules or ions with the total composition C4H14N2, from the Open Molecules 2025 dataset.

Structure (XYZ):
```
20
Properties=species:S:1:pos:R:3:nbo_charge:R:1
C -2.15 -0.56 1.10 -0.62
C -1.01 -1.66 0.99 -0.22
N -0.60 -1.94 -0.38 -0.80
H -1.84 0.25 0.42 0.18
H -2.22 -0.15 2.13 0.22
H -3.14 -0.92 0.80 0.21
H -0.14 -1.33 1.58 0.16
H -1.44 -2.55 1.49 0.19
H -0.49 -1.06 -0.90 0.32
H 0.35 -2.34 -0.31 0.36
C 1.82 1.82 0.23 -0.62
C 1.19 1.42 -1.17 -0.21
N 0.95 0.02 -1.36 -0.81
H 2.88 1.52 0.33 0.22
H 1.23 1.29 1.00 0.20
H 1.75 2.90 0.42 0.21
H 0.19 1.85 -1.41 0.16
H 1.90 1.76 -1.95 0.18
H 0.18 -0.23 -0.73 0.31
H 0.58 -0.07 -2.31 0.35
```

Its structure (SMILES) is CCN.CCN. The calculation puts the orbital gap at 10.19 eV.



Which is the most stable structure? one is the most stable.